[1]
Computed, not measured: the ion C5H12NSi with charge +1, with the ωB97M-V functional and the def2-TZVPD basis.

## Properties
E_tot: -14739.837 eV
largest force on an atom: 2.52 eV/A
SMILES string: C#[N+][Si](C)(C)CC
highest occupied orbital energy: -14.040 eV
charge: +1
frontier orbital gap: 0.374 hartree

Atoms and positions in Å:
C -2.893 0.912 -0.233
C -0.085 -1.412 1.465
C 0.245 -1.448 -1.559
C 1.753 1.359 0.115
C 0.263 1.443 0.097
N -1.990 0.228 -0.187
Si -0.236 -0.455 -0.080
H -3.775 1.477 -0.247
H 0.169 -0.799 2.355
H -0.998 -2.057 1.752
H 0.740 -2.119 1.312
H -0.654 -1.933 -2.000
H 0.584 -0.753 -2.380
H 1.070 -2.087 -1.126
H 2.208 2.316 0.160
H 1.830 0.814 1.002
H 2.080 0.814 -0.703
H -0.077 1.864 -0.835
H -0.232 1.836 1.091

[2]
Computed, not measured: a structure of composition C14H26FN2O4PS2V, with the ωB97M-V functional and the def2-TZVPD basis.

## Properties
E_tot: -85448.935 eV
largest force on an atom: 9.91 eV/A
highest occupied orbital energy: -10.531 eV
charge: +1
frontier orbital gap: 0.039 hartree

Atoms and positions in Å:
C -0.436 -0.394 -3.855
C -1.803 -0.355 -2.892
C -1.743 -1.776 -2.020
C -2.761 -1.819 -0.746
N -2.462 -0.903 0.398
C -1.038 -0.435 0.493
C 0.049 -1.646 0.880
C 0.627 -1.460 2.406
C 2.140 -2.125 2.486
P 3.442 -0.756 2.782
C 4.554 -0.561 1.235
O 4.061 -0.110 0.057
N 6.024 -0.943 1.260
C 6.115 -2.174 0.364
O 5.837 -3.354 0.936
F 6.519 -1.973 -1.056
C -3.486 0.176 0.624
S -4.562 -0.063 1.962
S -3.731 1.749 -0.356
C -3.863 3.117 0.922
C -5.246 4.002 0.844
C -4.993 5.448 0.045
H 0.317 0.454 -3.535
H -0.750 -0.339 -4.991
H 0.164 -1.415 -3.733
H -2.710 -0.421 -3.658
H -1.845 0.599 -2.214
H -0.628 -2.072 -1.790
H -2.134 -2.605 -2.787
H -2.873 -2.966 -0.435
H -3.837 -1.520 -1.162
H -0.989 0.303 1.432
H -0.664 0.227 -0.418
H 0.971 -1.552 0.134
H -0.400 -2.723 0.728
H 0.660 -0.346 2.784
H -0.079 -2.115 3.110
H 2.401 -2.705 1.499
H 2.112 -2.883 3.405
H 4.302 -1.191 3.871
H 6.555 -0.160 0.813
H -3.759 2.739 2.045
H -2.963 3.858 0.730
H -5.656 4.300 1.922
H -6.117 3.428 0.304
H -5.241 6.345 0.760
H -5.672 5.405 -0.921
H -3.872 5.549 -0.318
O 10.409 -1.842 -2.558
V 9.821 -0.614 -1.448
O 9.233 0.614 -0.338

[3]
Computed, not measured: a cluster of 2 separate species, C11H27BNO6S in total, with the ωB97M-V functional and the def2-TZVPD basis.

## Properties
E_tot: -37125.474 eV
largest force on an atom: 4.87 eV/A
highest occupied orbital energy: -12.473 eV
charge: +1
frontier orbital gap: 0.364 hartree

Atoms and positions in Å:
O 3.203 1.893 -1.302
S 3.184 2.452 -2.744
O 3.848 1.200 -3.752
C 3.193 -0.092 -3.432
C 3.700 -1.319 -4.450
O 2.694 -2.412 -4.268
O 1.611 2.681 -3.354
B 0.619 2.946 -2.297
O -0.755 2.375 -2.529
O 0.809 3.749 -1.076
H 3.467 -0.489 -2.340
H 2.010 -0.003 -3.519
H 4.712 -1.769 -4.007
H 3.797 -0.955 -5.558
H 2.745 -2.656 -3.278
H -0.975 2.711 -3.469
H 0.355 3.204 -0.341
C -2.054 -3.408 1.188
C -1.246 -2.708 2.273
C -1.977 -1.543 2.947
C -2.579 -0.452 2.057
N -1.632 0.603 1.450
C -0.915 1.446 2.508
C 0.437 0.792 2.688
C 0.783 0.212 1.333
C -0.518 0.042 0.565
C -2.521 1.526 0.598
H -2.285 -2.741 0.353
H -1.486 -4.250 0.783
H -2.995 -3.795 1.590
H -0.284 -2.387 1.870
H -1.005 -3.450 3.045
H -1.344 -1.112 3.725
H -2.818 -1.988 3.496
H -3.294 0.119 2.665
H -3.144 -0.889 1.227
H -0.789 2.457 2.103
H -1.518 1.491 3.419
H 0.402 0.003 3.444
H 1.188 1.512 3.027
H 1.324 -0.732 1.433
H 1.447 0.896 0.788
H -0.750 -0.986 0.288
H -0.477 0.629 -0.360
H -3.277 1.973 1.250
H -2.990 0.919 -0.183
H -1.897 2.303 0.148

[4]
Computed, not measured: a structure of composition F4H2N2NaO9S4, with the ωB97M-V functional and the def2-TZVPD basis.

## Properties
E_tot: -80065.307 eV
largest force on an atom: 12.75 eV/A
highest occupied orbital energy: -7.399 eV
charge: -1
frontier orbital gap: 0.249 hartree

Atoms and positions in Å:
Na 0.309 -1.935 -0.001
N 3.084 1.055 1.460
S 3.150 1.544 2.893
O 3.352 2.907 3.284
O 3.448 0.514 3.841
F 1.513 1.522 3.179
S 4.695 1.118 1.237
O 5.519 0.164 1.875
O 5.201 2.429 0.851
F 4.439 0.504 -0.241
N -2.370 0.177 -2.830
S -2.970 -0.393 -4.289
O -3.337 0.594 -5.324
O -3.617 -1.706 -4.231
F -1.490 -0.765 -4.836
S -3.692 0.625 -2.413
O -4.665 -0.330 -1.903
O -4.242 1.812 -3.003
F -3.196 1.197 -0.957
O -1.514 -3.516 3.506
H -1.171 -4.091 4.191
H -2.445 -3.427 3.710

[5]
Computed, not measured: a structure of composition C6H11NO, with the ωB97M-V functional and the def2-TZVPD basis.

## Properties
E_tot: -9933.745 eV
largest force on an atom: 4.10 eV/A
highest occupied orbital energy: -9.168 eV
charge: 0
frontier orbital gap: 0.373 hartree

Atoms and positions in Å:
C 1.053 0.086 1.209
C -0.413 0.029 0.576
C -1.070 1.258 1.215
C -0.450 0.865 -0.691
C 0.560 -0.011 -1.494
C -0.011 -1.439 -1.205
H 1.050 -0.019 2.331
H 1.657 -0.746 0.780
H 1.660 1.105 0.992
H -0.786 1.508 2.247
H -2.162 1.342 1.322
H -1.407 0.902 -1.247
H 1.679 0.152 -1.357
H 0.362 0.198 -2.620
H -0.703 -1.674 -1.996
H 0.901 -2.023 -0.894
H -0.637 -2.277 0.551
N -0.877 -1.308 0.039
O -0.405 2.051 0.240

[6]
Computed, not measured: a structure of composition C7H16AuNOPS, with the ωB97M-V functional and the def2-TZVPD basis.

## Properties
E_tot: -34860.018 eV
largest force on an atom: 2.53 eV/A
⟨S²⟩: 2.007
highest occupied orbital energy (alpha / beta): -7.889 / -13.251 eV
charge: +1
spin multiplicity: 3
frontier orbital gap (alpha / beta): 0.183 / 0.286 hartree

Atoms and positions in Å:
Au 0.432 0.506 -0.258
H 0.672 2.257 0.051
H 0.805 2.300 -0.754
P -0.243 -0.139 -2.443
C 1.022 -1.146 -3.272
H 0.732 -1.306 -4.321
H 1.993 -0.636 -3.234
H 1.095 -2.124 -2.774
C -1.779 -1.058 -2.795
H -2.667 -0.528 -2.424
H -1.879 -1.167 -3.887
H -1.760 -2.065 -2.356
C -0.399 1.390 -3.415
H 0.539 1.956 -3.345
H -0.619 1.145 -4.464
H -1.216 1.999 -3.000
C 2.189 -0.366 -0.194
O 3.077 -1.081 -0.026
H -1.486 -0.123 -0.024
H -1.169 -0.846 0.117
S 0.098 0.314 4.524
C 1.417 1.381 4.033
C 1.572 1.394 2.665
N 0.613 0.624 2.006
C -0.238 0.019 2.858
H 2.079 1.891 4.722
H 2.276 2.005 2.086
H -1.059 -0.614 2.522